(1)
Entry from OMol25: a molecular structure, C32H33F4N3OSn at a distorted geometry (wB97M-V/def2-TZVPD).

Element x y z (Å)
C  -1.91813  -1.80164  0.07326
H  -3.92190  -0.89160  -0.93652
H  3.30767  -2.20933  0.93676
H  -0.38415  -0.46962  5.16162
C  2.06130  -3.32959  -5.22738
N  0.94320  -0.89926  -1.95505
H  -0.21234  -2.20040  3.31739
H  3.80927  -0.94416  -6.86811
C  0.07081  1.11239  -4.85943
C  0.92558  2.39882  -2.99629
N  -2.30266  1.41335  -0.54090
H  0.85872  0.78124  5.24080
H  -0.81721  2.20206  -6.49212
H  2.06403  -4.23953  1.24150
H  -3.90097  1.42720  0.82327
F  -1.97863  -1.85323  3.84928
H  -4.06173  1.36709  -1.69858
H  -0.40420  4.41709  -5.44027
C  2.17813  0.15116  3.05906
C  0.19838  0.23291  4.56471
Sn  -0.19044  0.09813  0.00373
F  -2.80147  -5.28374  0.86550
H  -0.12607  0.15706  -5.33931
C  1.70565  -1.16322  -4.19406
C  1.16248  -3.70005  1.53558
H  -2.48999  2.37062  1.30403
C  -1.93730  -2.19630  2.53962
C  -3.08160  -0.61464  -1.58658
H  0.53457  -3.59460  0.64596
C  -3.11282  2.09131  0.45477
C  2.90232  -2.76605  -6.18242
H  0.62070  -4.30909  2.26197
C  3.00953  -0.44479  2.12105
H  -2.50878  -4.16258  3.18402
C  2.55491  -0.61243  -5.15654
C  -2.31368  -3.52395  2.33311
C  3.14833  -1.39957  -6.13667
H  1.47583  2.33628  -1.70068
F  -1.46501  0.03626  2.12970
C  -0.10050  3.50198  -4.93558
H  4.67764  0.89778  2.36065
H  -1.59983  3.31764  -1.28304
F  -2.42215  -3.70539  -1.22377
H  4.97098  -0.43711  1.23672
C  1.47790  -2.53834  -4.24863
C  -2.25538  -3.15088  0.00000
C  -2.44567  -3.99536  1.07371
H  0.69759  4.51642  -3.22993
C  1.51240  -2.34467  2.09062
C  0.52528  3.54262  -3.68897
H  2.43182  1.13686  3.44024
C  2.66888  -1.71212  1.65903
C  -1.71056  -1.30232  1.52045
O  1.16319  1.24493  -1.00573
C  1.01530  -0.46727  3.51142
C  1.05564  -0.34820  -3.07074
H  -0.52285  1.89677  -1.61012
H  -2.54975  1.25090  -2.63375
H  -3.27432  -1.02969  -2.58434
H  1.86126  -4.39672  -5.24661
H  3.36144  -3.38381  -6.94741
C  -1.20871  2.35737  -0.90836
C  4.21960  0.26943  1.59314
C  -0.33016  2.27047  -5.52347
H  2.76215  0.45078  -5.12332
H  -0.50006  0.94310  4.11881
H  0.82609  -2.96263  -3.49364
H  -0.57482  2.53180  -0.02618
H  3.92584  0.90440  0.75266
C  0.66127  -1.69741  2.98181
C  0.69511  1.12461  -3.60805
C  -3.04277  0.96278  -1.70511
H  -3.58088  3.00342  0.04929
N  -1.78832  -1.09687  -1.11116

Cartesian forces (eV/Å) of the 3 atoms listed first:
C -0.66 0.26 1.20
H 0.06 -0.08 0.07
H -0.02 0.03 -0.04

total charge = -2

---

(2)
Entry from OMol25: a molecular structure, C6H12O (wB97M-V/def2-TZVPD).

Element x y z (Å)
H  -1.22564  0.41578  -0.61807
H  -0.23006  1.94344  -0.64207
C  -0.47047  0.17835  1.45910
C  0.09250  0.64096  -2.46078
C  -0.45396  -1.05702  2.35345
H  -0.85344  0.30874  -2.90481
C  1.71891  -0.36904  -0.14222
O  2.36334  -1.14216  -0.74409
H  0.33099  0.86704  1.75945
H  -0.55650  -0.78071  3.40751
H  0.41055  1.54178  -2.99195
C  -0.00741  0.93091  -0.97679
H  0.84219  -0.13994  -2.64339
H  -1.27587  -1.73772  2.10312
H  -0.51016  -1.17487  -0.36082
H  1.52265  0.87446  -0.52949
H  0.48777  -1.60282  2.23354
H  -1.41566  0.72096  1.59930
C  -0.25318  -0.17616  -0.00431

Cartesian forces (eV/Å) of the 3 atoms listed first:
H -0.06 -0.03 0.01
H 0.03 -0.17 -0.04
C 0.00 0.05 -0.02

---

Highest occupied orbital energy (computed, eV): 0.478; -8.093
DFT total energy (computed, Eh): -2092.12043; -310.86959
Energy relative to the best compared isomer or geometry (same formula, charge and spin) (computed, kcal/mol): 145.0; 119.0